{"formula": "C40H36BrClF4HoN3O7PS2", "method": "wB97M-V/def2-TZVPD", "symbols": ["O", "H", "C", "F", "H", "H", "F", "C", "H", "C", "Cl", "C", "F", "C", "Ho", "H", "H", "O", "C", "C", "F", "H", "C", "H", "C", "H", "C", "H", "H", "C", "C", "O", "H", "H", "C", "H", "N", "H", "C", "C", "S", "C", "C", "C", "C", "C", "C", "C", "C", "C", "C", "H", "C", "H", "C", "C", "O", "H", "C", "C", "O", "C", "H", "S", "H", "H", "C", "H", "C", "H", "H", "C", "H", "H", "N", "P", "O", "H", "C", "C", "Br", "H", "H", "H", "H", "C", "H", "C", "C", "O", "C", "H", "H", "N", "H", "H"], "positions_angstrom": [[4.33732, -3.16377, 2.52142], [0.76054, -7.36036, 0.17593], [-3.25051, 1.46972, 3.58292], [1.92175, -0.40138, 7.12770], [0.72190, 4.50488, -4.84743], [-0.86982, 3.42592, -6.62745], [4.68264, 0.39932, 3.39034], [-3.71736, 5.51331, -0.63898], [2.75939, -1.54221, -2.11102], [3.41003, -7.28332, 2.28733], [-5.12243, 5.70194, 0.34820], [-1.38889, 1.28507, 1.54218], [4.40524, 0.08963, 6.09005], [2.35957, -7.80978, 1.55250], [1.27101, -2.17271, 0.31206], [-0.65027, 1.19107, 0.75296], [-3.94412, 3.22511, 2.57447], [-1.24627, 2.44986, -3.07245], [-2.34443, 0.42242, 3.58071], [1.11151, 2.49250, -3.04065], [-0.18880, -0.71486, 5.48835], [4.02509, -7.91223, 2.91421], [3.50415, 0.09879, 3.91217], [1.57870, 2.88078, -6.10861], [-3.22974, 2.41698, 2.57021], [0.22569, -0.11237, -4.45681], [-0.94757, -2.39864, 3.26591], [-2.17239, 2.56970, -5.78118], [1.07490, 3.15210, -2.17199], [-2.24755, -2.69228, 2.85536], [2.40680, -0.07833, 3.08518], [-0.19339, -5.55441, -0.95671], [-1.45493, 0.41020, -4.29342], [-1.27557, 1.78415, -7.06650], [-1.34655, 5.25970, -0.84452], [-0.80836, -0.04752, -5.86402], [1.20557, 1.15048, -2.54416], [-2.37294, -0.32632, 4.35829], [-2.29330, -4.56314, 4.34600], [-2.30300, 2.32092, 1.54347], [3.21815, -3.33974, 1.65387], [-0.98869, -4.29624, 4.72694], [-0.14167, 2.77132, -3.90305], [-3.83690, 5.50305, -2.01980], [-0.18675, 5.27120, -3.06931], [3.35803, -0.04163, 5.29266], [-0.30202, -3.22850, 4.17557], [-1.43884, 5.26905, -2.23130], [-0.16230, 1.90444, -5.22417], [-0.15451, 4.28010, -4.24119], [-1.40640, 0.33243, 2.55777], [-0.37760, 5.17407, -0.37272], [-2.70251, 5.39131, -2.80309], [-2.81268, 5.42869, -3.87783], [2.06575, -0.70792, -2.11209], [-2.47076, 5.39072, -0.04741], [3.34690, -2.66630, 0.34351], [0.73071, -3.05622, 4.44364], [1.81590, -5.60828, 0.73543], [1.57378, -6.97395, 0.77077], [1.45359, -3.74375, -1.12010], [2.09290, -0.30194, 5.81620], [-3.97934, 1.53832, 4.37710], [0.65947, -4.65023, -0.26241], [-3.92715, -3.98625, 3.08035], [4.46985, -5.47562, 2.80236], [-1.18429, 2.46723, -6.22609], [-2.37840, 5.42115, 1.02693], [1.20821, 1.87858, -5.90959], [-1.03698, 4.48041, -4.84393], [-4.80839, 5.60694, -2.47620], [2.87433, -5.08545, 1.46464], [0.68082, 5.14853, -2.42144], [-2.71885, -2.06811, 2.10616], [2.27783, 0.40053, -2.76780], [-0.17053, -1.00480, 2.39836], [-0.05108, -3.73991, 0.68049], [-2.04852, 2.76460, -3.50416], [-2.91900, -3.76988, 3.39786], [3.66789, -5.92210, 2.23553], [2.68170, 0.23189, 1.21804], [-0.10424, 6.26761, -3.51559], [2.13962, -8.86427, 1.59184], [1.94387, 1.33738, -5.32076], [-2.81994, -5.39915, 4.77775], [-0.57317, 0.45251, -4.92767], [-0.50413, -4.92594, 5.45772], [1.14929, -0.42876, 3.57103], [1.01106, -0.48707, 4.95580], [1.96510, -2.77158, 2.23560], [0.35353, 0.48958, -1.76636], [1.11263, 1.36551, -6.86386], [2.01901, 2.69321, -3.60576], [0.86095, -0.70367, -1.45385], [-2.29972, 3.04513, 0.74409], [-0.61912, 0.86083, -1.50251]], "lowdin_charge": [-0.220, 0.120, -0.051, 0.151, 0.128, 0.085, 0.108, -0.673, 0.127, -0.026, 0.686, -0.096, 0.160, -0.025, 1.125, 0.069, 0.104, -0.009, -0.074, -0.031, 0.115, 0.121, -0.247, 0.087, -0.054, 0.069, -0.382, 0.091, 0.135, -0.104, -0.521, -0.216, 0.086, 0.091, -0.038, 0.092, -0.086, 0.108, -0.063, -0.061, 0.536, -0.055, -0.420, -0.089, -0.125, -0.112, -0.085, -0.231, -0.499, -0.109, -0.347, 0.117, -0.038, 0.118, -0.217, -0.126, -0.412, 0.107, -0.209, -0.025, -0.364, -0.114, 0.113, 0.554, 0.111, 0.119, -0.043, 0.107, -0.036, 0.100, 0.109, -0.216, 0.105, 0.116, 0.149, 1.066, -0.385, 0.107, -0.059, -0.027, 0.965, 0.133, 0.119, 0.071, 0.109, -0.031, 0.111, -0.282, -0.203, -0.455, -0.113, 0.096, 0.142, -0.046, 0.079, 0.138], "mol_weight_da": 1122.13, "s_squared": 6.004, "e_tot_ha": -7756.18701, "spin_multiplicity": 5, "homo_ha": [-0.40442, -0.40442], "gap_ev": [8.4, 8.4], "charge": 1}